Entry 1:
This record from OMol25 describes 2 unconnected molecules or ions with the total composition C5H10ClN. The level of theory is the ωB97M-V functional and the def2-TZVPD basis.

Output
Gap between HOMO and LUMO: 9.70 eV
Net charge: 0
Total energy: -711.329593 a.u.
LUMO energy: 0.77 eV

Geometry (Å):
1 C -0.79855 2.37869 0.69702
2 C 0.85799 -1.94309 -0.17909
3 C -0.10221 -0.60416 1.72334
4 C -0.55533 0.93838 -1.42166
5 C 0.78764 -0.82602 0.81381
6 N -1.16912 1.52200 -0.22276
7 Cl 0.93559 2.55064 0.58289
8 H -0.13317 -2.59879 -0.20952
9 H 1.63572 -2.64743 0.07357
10 H 1.01102 -1.53023 -1.15660
11 H -2.14353 1.40016 -0.34644
12 H -0.12611 0.38330 2.09761
13 H -1.04005 -1.12872 1.75886
14 H -0.88531 -0.04849 -1.62241
15 H 0.47043 0.90945 -1.11251
16 H -0.56375 1.58834 -2.29055
17 H 1.81875 -0.34403 0.81445

Entry 2:
This record from OMol25 describes 2 unconnected molecules or ions with the total composition C5H10ClN2. The level of theory is the ωB97M-V functional and the def2-TZVPD basis.

Output
Gap between HOMO and LUMO (spin up / spin down): 7.12 / 7.11 eV
Net charge: +1
Total energy: -765.805569 a.u.
LUMO energy (spin up / spin down): -5.03 / -5.03 eV

Geometry (Å):
1 C -2.27661 1.41024 -0.16160
2 C -1.27643 -0.83996 -0.06380
3 C 1.33447 0.11808 -1.34309
4 C 1.65755 0.11113 1.38041
5 C 1.15873 0.63406 0.06274
6 N -1.94140 0.19145 -0.04535
7 N -1.28134 -2.15566 -0.10696
8 Cl 0.25712 2.01361 0.09350
9 H -2.79899 1.72547 0.71488
10 H -2.26324 1.86867 -1.08374
11 H 0.60808 0.40162 -2.09577
12 H 2.36452 0.54287 -1.62809
13 H 1.38169 -1.05057 -1.30825
14 H 2.61394 0.47514 1.64327
15 H 1.15677 0.54631 2.11617
16 H 1.91001 -0.88242 1.29517
17 H -0.44468 -2.49432 0.36669
18 H -2.16020 -2.61573 0.16384

M (g mol⁻¹)
119.6, 133.6